8
Properties=species:S:1:pos:R:3:nbo_charge:R:1 method="wB97M-V/def2-TZVPD" molar_mass_g_mol=177.9 energy_ha=-3572.3196 de_lowest_kcal_mol=43.0 orbital_gap_ev="7.756 / 6.754"
Br 1.870 -0.315 -2.036 -0.35
Cl -1.030 1.725 -0.810 0.07
Cl -1.431 -1.086 -1.142 0.17
C -0.471 0.081 -0.462 0.07
C 0.045 -0.057 0.899 -0.78
H -0.609 0.175 1.787 0.27
H 0.587 -1.003 0.880 0.27
H 1.040 0.480 0.884 0.28

---

11
Properties=species:S:1:pos:R:3:nbo_charge:R:1 method="wB97M-V/def2-TZVPD" molar_mass_g_mol=152.0 energy_ha=-1200.7376 de_lowest_kcal_mol=18.8 orbital_gap_ev=9.512 smiles=Nc1n[nH]c(Cl)c1Cl
Cl 2.172 1.803 -1.316 0.06
Cl 0.720 -1.132 -2.215 0.02
N -1.167 -1.671 0.671 -0.79
N -0.512 0.671 1.139 -0.29
N 0.362 1.475 0.552 -0.33
C 1.118 0.873 -0.381 0.06
C 0.437 -0.256 -0.725 -0.19
C -0.504 -0.468 0.342 0.28
H 0.725 2.297 1.140 0.41
H -1.304 -2.159 -0.276 0.38
H -2.046 -1.434 1.069 0.38

---

8
Properties=species:S:1:pos:R:3:nbo_charge:R:1 method="wB97M-V/def2-TZVPD" molar_mass_g_mol=114.6 energy_ha=-1048.7696 de_lowest_kcal_mol=4.7 orbital_gap_ev=10.909 smiles="O=C(O)S.Cl"
Cl -3.809 0.296 0.030 -0.24
S -0.145 -0.717 -0.138 0.04
O 1.366 1.270 -0.727 -0.68
O 2.248 -0.178 0.755 -0.60
C 1.327 0.140 0.029 0.59
H 0.389 -1.650 0.625 0.15
H -3.506 -0.884 -0.078 0.25
H 2.132 1.724 -0.496 0.49

---

16
Properties=species:S:1:pos:R:3:nbo_charge:R:1 method="wB97M-V/def2-TZVPD" molar_mass_g_mol=60.1 energy_ha=-159.5767 de_lowest_kcal_mol=5.2 orbital_gap_ev=12.628 smiles=CC.CC
C 0.443 -0.075 2.172 -0.61
C -0.749 0.488 -1.192 -0.61
C -1.419 -0.047 -2.459 -0.61
C 1.767 -0.457 1.525 -0.61
H -1.085 1.527 -1.113 0.20
H 2.611 -0.126 2.129 0.20
H -2.484 0.206 -2.437 0.20
H -0.949 -0.115 -0.310 0.21
H -1.058 0.454 -3.353 0.20
H -0.365 -0.657 1.736 0.20
H 0.177 0.982 2.094 0.21
H 1.862 -1.513 1.300 0.21
H 0.315 0.668 -1.334 0.20
H -1.399 -1.133 -2.575 0.20
H 0.452 -0.266 3.248 0.20
H 1.881 0.062 0.566 0.20

---

22
Properties=species:S:1:pos:R:3:nbo_charge:R:1 method="wB97M-V/def2-TZVPD" molar_mass_g_mol=126.2 energy_ha=-461.5101 de_lowest_kcal_mol=154.5 orbital_gap_ev=2.897
O 2.002 0.448 2.231 -0.64
O -0.278 2.238 -1.176 -1.15
O -0.927 -0.137 -2.293 -1.05
O 0.174 3.044 -3.549 -1.05
C -1.476 -1.832 0.191 -0.58
C 0.352 -1.400 1.967 0.39
C -0.031 -1.390 0.502 -0.58
C 0.792 -0.238 2.787 -0.23
H -1.672 -1.882 -0.906 0.32
H 0.421 -2.407 2.432 0.21
H -0.595 0.830 -1.993 0.53
H 0.536 2.306 -0.695 0.43
H 0.077 0.585 2.825 0.28
H -2.131 -0.966 0.623 0.23
H 0.539 -2.042 -0.136 0.31
H 2.470 -0.125 1.602 0.48
H 0.655 3.924 -3.587 0.44
H -1.779 -2.583 0.915 0.21
H -0.436 -0.258 -3.092 0.46
H 1.146 -0.585 3.770 0.22
H -0.059 2.844 -2.492 0.50
H 0.220 -0.373 0.074 0.30

---

14
Properties=species:S:1:pos:R:3:nbo_charge:R:1 method="wB97M-V/def2-TZVPD" molar_mass_g_mol=106.1 energy_ha=-598.3516 de_lowest_kcal_mol=14.2 orbital_gap_ev=9.913 smiles="CC/C(F)=P/C"
P -0.397 0.015 1.371 0.58
F -0.589 1.581 -0.613 -0.36
C 1.077 -1.830 -0.767 -0.62
C -0.070 0.395 -0.178 0.00
C -1.260 1.584 1.823 -0.97
C 0.662 -0.511 -1.322 -0.45
H -0.672 2.377 1.379 0.24
H -1.517 1.770 2.995 0.24
H -2.220 1.786 1.295 0.24
H -0.009 -0.558 -2.257 0.22
H 1.564 0.022 -1.758 0.22
H 0.318 -2.368 -0.212 0.22
H 1.906 -1.801 -0.147 0.22
H 1.206 -2.462 -1.608 0.22

---

Repeat the third record exactly.
8
Properties=species:S:1:pos:R:3:nbo_charge:R:1 method="wB97M-V/def2-TZVPD" molar_mass_g_mol=114.6 energy_ha=-1048.7696 de_lowest_kcal_mol=4.7 orbital_gap_ev=10.909 smiles="O=C(O)S.Cl"
Cl -3.809 0.296 0.030 -0.24
S -0.145 -0.717 -0.138 0.04
O 1.366 1.270 -0.727 -0.68
O 2.248 -0.178 0.755 -0.60
C 1.327 0.140 0.029 0.59
H 0.389 -1.650 0.625 0.15
H -3.506 -0.884 -0.078 0.25
H 2.132 1.724 -0.496 0.49